Record 1
10
Properties=species:S:1:pos:R:3 method="wB97M-V/def2-TZVPD" orbital_gap_ev=7.5045 e_tot_ev=-23790.59621 charge=-1 homo_ev=-3.302
C 0.102 -2.710 0.646
O -0.638 1.267 -0.398
O -0.074 3.765 -0.002
P 0.657 -1.184 0.932
P -0.675 -0.222 -0.603
H -0.930 -2.934 0.177
H 0.697 -3.672 0.974
H -0.587 2.882 0.071
H 0.801 3.418 -0.295
H 0.646 -0.609 -1.503

***

Record 2
3
Properties=species:S:1:pos:R:3 method="wB97M-V/def2-TZVPD" orbital_gap_ev="20.2150 / 11.8286" spin_multiplicity=2 e_tot_ev=-2067.28130 s_squared=0.7528 charge=+1 homo_ev="-26.280 / -25.332"
H -0.868 0.121 -0.226
H 0.438 0.419 0.698
O 0.076 -0.083 -0.068

***

Record 3
88
Properties=species:S:1:pos:R:3 method="wB97M-V/def2-TZVPD" orbital_gap_ev=5.1764 e_tot_ev=-106436.43042 homo_ev=-5.200
C -2.802 -0.923 4.190
C -3.196 -0.333 2.960
C -2.925 -1.264 1.923
H -3.698 0.629 2.851
C -2.346 -2.422 2.504
C -2.273 -2.217 3.904
H -1.940 -2.953 4.641
H -2.978 -0.500 5.177
H -3.191 -1.154 0.870
H -2.081 -3.330 1.966
Ca -0.607 -0.560 2.881
Si 0.006 -0.055 -0.438
C -0.991 1.417 -0.929
C -0.412 2.232 -1.925
H 0.581 1.985 -2.303
C -1.108 3.329 -2.429
H -0.658 3.937 -3.221
C -2.382 3.638 -1.943
H -2.924 4.493 -2.354
C -2.952 2.861 -0.924
H -3.942 3.120 -0.536
C -2.256 1.763 -0.402
H -2.695 1.176 0.408
C -0.760 -1.611 -1.067
C -1.886 -1.569 -1.920
H -2.253 -0.607 -2.293
C -2.544 -2.753 -2.274
H -3.427 -2.708 -2.915
C -2.078 -3.986 -1.806
H -2.604 -4.906 -2.069
C -0.936 -4.041 -0.994
H -0.561 -5.008 -0.649
C -0.279 -2.866 -0.627
H 0.616 -2.908 0.005
H 1.487 0.041 -0.595
Si 1.801 0.142 -5.130
C 1.037 -1.479 -5.599
C 0.174 -1.567 -6.707
H -0.048 -0.677 -7.302
C -0.417 -2.788 -7.044
H -1.114 -2.839 -7.882
C -0.120 -3.937 -6.302
H -0.586 -4.889 -6.560
C 0.784 -3.864 -5.236
H 1.030 -4.760 -4.664
C 1.374 -2.645 -4.896
H 2.093 -2.597 -4.076
C 0.656 1.492 -5.691
C -0.678 1.513 -5.270
H -1.046 0.765 -4.565
C -1.543 2.504 -5.747
H -2.573 2.531 -5.388
C -1.091 3.454 -6.667
H -1.773 4.221 -7.038
C 0.237 3.423 -7.106
H 0.591 4.158 -7.830
C 1.112 2.449 -6.615
H 2.150 2.413 -6.954
H 3.086 0.284 -5.859
Cl 2.395 0.216 -3.172
C 3.412 -0.164 2.350
P 2.018 0.531 3.296
C 2.058 2.292 2.792
C 2.722 0.677 4.987
C 4.023 1.124 5.199
C 4.490 1.317 6.503
C 3.655 1.071 7.590
C 2.345 0.621 7.385
C 1.868 0.419 6.092
P 0.112 -0.032 5.747
C -0.212 -1.245 7.075
C -0.707 1.459 6.440
H 3.056 -0.367 1.330
H 3.729 -1.101 2.822
H 4.251 0.542 2.326
H 1.655 2.383 1.775
H 3.093 2.662 2.828
H 1.442 2.875 3.488
H 4.679 1.333 4.352
H 5.509 1.665 6.660
H 4.012 1.235 8.608
H 1.703 0.442 8.247
H -1.258 -1.578 7.014
H 0.444 -2.117 6.943
H -0.026 -0.794 8.055
H -0.524 1.507 7.520
H -0.298 2.361 5.961
H -1.789 1.415 6.247

***

Record 4
22
Properties=species:S:1:pos:R:3 method="wB97M-V/def2-TZVPD" orbital_gap_ev="8.7679 / 8.7685" e_tot_ev=-13491.34714 charge=+1 homo_ev="-13.066 / -13.067"
C -1.477 -2.066 -0.326
C -2.207 -1.059 0.029
C 1.951 0.554 -0.065
C -0.079 -1.878 -0.784
C -1.646 0.416 0.158
C 0.846 -1.527 0.340
C -0.262 0.406 0.695
C 0.771 2.596 -0.066
N 0.858 1.168 0.209
N 2.025 -0.817 -0.031
O 0.337 -1.956 -1.927
H -2.202 -2.893 -0.545
H -3.276 -1.052 0.188
H 2.782 1.184 -0.410
H -1.740 0.763 -0.773
H -2.277 0.874 0.972
H 0.730 -2.075 1.343
H -0.186 0.330 1.815
H 1.608 3.034 0.585
H 0.961 2.696 -1.174
H -0.286 2.766 -0.012
H 2.771 -1.464 -0.219

***

The records above yield relative energy (zero: lowest compared OMol25 entry of this formula, charge and spin) values of 66.4, 0.4, 0.0, 115.9 kcal/mol, respectively.